{"formula": "C3H34NO15", "method": "wB97M-V/def2-TZVPD", "total_charge": 2, "multiplicity": 2, "lumo_ev": [-5.6, -12.9], "orbital_gap_ev": [11.147, 3.811], "elements": ["O", "C", "O", "C", "C", "N", "H", "H", "H", "H", "H", "H", "H", "H", "H", "H", "O", "H", "H", "O", "H", "H", "O", "H", "H", "O", "H", "H", "O", "H", "H", "O", "H", "H", "O", "H", "H", "O", "H", "H", "O", "H", "H", "O", "H", "H", "O", "H", "H", "O", "H", "H", "O"], "positions_angstrom": [[2.026187, 0.482241, 0.012188], [0.706676, 0.551951, -0.414455], [0.811111, -0.293451, -1.601013], [-0.453193, -0.085830, 0.341776], [0.058601, -1.165064, 1.283626], [-1.172780, 1.002828, 1.173276], [1.758724, -0.394042, -1.848962], [-1.176595, -0.448353, -0.367815], [1.166860, -1.234946, 1.378699], [-0.304688, -0.996151, 2.285038], [-0.306020, -2.101200, 0.872140], [-0.737649, 1.260389, 2.100312], [-2.095880, 0.607219, 1.409017], [-1.131718, 1.852637, 0.570722], [4.281242, -1.661059, 0.557699], [3.413213, -0.701887, -0.158160], [3.670993, -1.647906, -0.194643], [2.357661, 0.765261, 0.886284], [3.336588, 1.447480, 3.140025], [2.680652, 1.534105, 2.430741], [-3.622713, -0.827499, 1.699025], [-4.620879, 0.349184, 1.394756], [-3.758955, 0.122951, 1.751293], [-1.550284, 4.190406, -1.153693], [-2.820835, 4.015780, -0.286853], [-2.032758, 3.559134, -0.604429], [2.744783, 2.503292, 2.235412], [2.572085, 4.379232, 0.427011], [2.140483, 3.689233, 0.933262], [3.959905, -0.724474, -2.287549], [3.601911, -0.072058, -3.630992], [3.316409, -0.134136, -2.710017], [-3.382091, -2.875121, 0.362287], [-3.407572, -1.812209, -0.808682], [-3.429021, -1.928477, 0.150086], [0.788978, -2.019141, -1.343302], [1.526172, -3.441466, -1.308695], [0.663486, -3.000861, -1.294101], [-2.620443, 0.357676, -2.088500], [-2.770366, 1.623443, -1.207009], [-2.772981, 0.656940, -1.171717], [-0.752330, -1.952068, -2.558399], [-1.875799, -2.214710, -3.501836], [-1.710853, -1.805354, -2.635397], [0.678756, 1.923193, -1.711484], [1.713628, 2.992613, 0.427931], [0.483686, 1.896010, -0.762584], [-0.573677, -4.485923, -0.771256], [-1.333283, -3.266862, -1.237991], [-1.516202, -4.185607, -0.902339], [1.151103, 1.477803, 3.141330], [0.107440, 0.995784, 4.260728], [0.212231, 1.239061, 3.337222]], "forces_ev_per_a": [[0.32, -0.32, 0.66], [1.78, -0.65, -2.10], [-0.84, 0.24, 0.52], [0.98, 1.60, 2.60], [0.50, -0.59, -0.25], [1.05, -0.19, -1.36], [0.11, 0.74, -0.29], [-0.09, 0.22, -0.11], [-0.84, 0.15, -0.34], [-0.30, -0.22, 0.22], [0.11, -0.33, 0.52], [0.38, -0.58, -0.44], [-0.74, 0.81, -0.54], [-1.09, -0.41, 0.43], [0.12, -0.63, -0.25], [-0.30, -0.72, -0.36], [0.29, 0.93, 0.44], [-0.89, 0.42, 0.39], [-0.04, -0.47, -0.13], [0.70, 0.95, 0.59], [-0.61, 0.11, -0.27], [-0.05, -0.25, -0.10], [0.58, 0.47, 0.79], [-0.17, -0.03, 0.14], [0.10, 0.17, -0.06], [-0.08, -0.28, 0.02], [-0.24, -0.25, -0.56], [-0.16, -0.27, -0.50], [0.07, -0.14, 1.41], [-0.02, 0.09, -0.01], [-0.13, 0.05, 0.09], [0.20, -0.36, 0.05], [-0.41, 0.19, -0.33], [-0.18, 0.04, -0.04], [0.78, -0.96, 0.11], [0.38, -0.12, 0.25], [0.13, 0.43, -0.01], [-0.18, -0.25, -0.14], [-0.12, 0.32, 0.51], [0.02, 0.14, -0.09], [-0.06, -0.25, -0.83], [-0.04, 0.64, -0.11], [-0.41, 0.20, 0.10], [0.49, -1.00, 0.01], [0.00, 0.37, 0.06], [0.08, 0.52, -0.97], [-0.74, -0.79, -0.30], [-0.13, -0.07, 0.05], [-0.38, 0.50, -0.43], [0.04, -0.20, 0.24], [-0.40, -0.32, 0.37], [0.10, 0.16, 0.09], [0.31, 0.17, 0.26]]}